# 1
57
Properties=species:S:1:pos:R:3:forces:R:3 method="wB97M-V/def2-TZVPD" total_charge=+1 orbital_gap_ev="6.228 / 5.176" de_lowest_ev=0.840 multiplicity=5
O -0.939578 1.132323 -4.744109 0.42 0.51 0.63
C 0.355051 1.808901 -4.744357 0.01 -0.28 -0.35
C -0.279460 3.194816 -4.755939 -0.40 -0.35 -0.12
H 0.900154 1.508831 -5.650498 0.06 0.25 0.33
H 0.998902 1.651773 -3.864467 -0.41 -0.45 -0.26
C -1.634229 2.403095 -4.728597 0.37 1.18 0.00
H -0.030800 3.789538 -5.645198 -0.30 0.00 0.44
H -0.138919 3.730111 -3.801683 0.11 0.11 -0.68
C -2.640307 2.584701 -5.842949 -0.11 -0.10 -0.45
H -2.286816 2.232697 -6.823485 0.05 0.24 0.34
H -2.957409 3.642733 -5.909514 0.25 -0.49 -0.02
H -3.527899 1.998881 -5.581396 0.02 0.04 -0.22
C -2.358007 2.663764 -3.432981 -0.23 -0.03 0.32
H -1.707204 2.518608 -2.565368 0.02 -0.07 -0.01
H -3.235096 2.005144 -3.361424 0.14 0.26 0.18
H -2.663709 3.720281 -3.426821 -0.16 -0.35 0.08
Os 0.633304 -0.635055 -0.338911 -0.12 -6.90 -4.33
C 1.192450 0.912053 1.026882 0.42 3.48 2.37
C 2.290803 0.034505 0.906714 0.69 0.11 0.68
C 2.719292 0.063899 -0.447667 1.88 0.70 -0.69
H 2.720021 -0.564408 1.715141 -0.15 0.26 -0.48
C 1.836652 0.892964 -1.195604 1.67 0.70 0.14
C 0.886307 1.427810 -0.278874 0.23 2.40 0.75
H 0.101957 2.151766 -0.550612 0.51 -0.53 0.30
H 0.689702 1.183245 1.981159 0.41 -0.29 -1.03
H 3.572719 -0.461467 -0.845082 -0.15 -0.16 -0.07
H 1.870122 1.090102 -2.259027 0.03 -0.20 0.14
C -0.928710 -1.199596 1.065379 -1.59 0.54 0.99
C -1.312129 -0.014182 0.364035 -2.25 0.08 1.19
C -1.468039 -0.344326 -1.016706 -0.29 0.23 0.28
H -1.455811 0.977528 0.781202 0.06 -0.35 -0.02
C -1.345213 -1.754749 -1.135136 -0.63 -1.03 0.27
C -0.999147 -2.281817 0.133391 -0.61 -0.11 -0.66
H -0.855660 -3.317752 0.382033 0.20 -0.05 -0.08
H -0.692255 -1.264365 2.131730 -0.20 -0.06 -0.52
H -1.705372 0.356261 -1.819676 0.12 -0.29 0.23
H -1.519412 -2.310678 -2.047068 0.40 0.03 0.07
O 0.505505 -1.622347 -4.458752 0.38 -1.01 -2.54
C -0.015941 -1.354090 -5.812674 -0.70 0.91 -0.18
C 0.659950 -2.212684 -6.906747 -0.17 -0.04 0.23
H 0.108175 -0.286307 -6.050246 0.03 -0.60 0.30
H -1.109239 -1.525529 -5.825121 0.48 -0.01 0.26
C 1.575441 -3.158284 -6.127684 -0.27 -0.15 0.46
H 1.204117 -1.624967 -7.665829 -0.26 -0.09 0.49
H -0.112352 -2.793358 -7.432127 0.29 0.26 0.06
C 1.401040 -2.760487 -4.643824 0.62 -0.32 1.22
H 2.631744 -3.101984 -6.418465 -0.35 0.02 0.00
H 1.224091 -4.185135 -6.274560 0.31 0.12 0.06
H 2.377105 -2.471763 -4.215636 -0.40 -0.11 -0.08
H 1.039121 -3.618550 -4.025473 0.09 0.66 -0.47
C 2.487006 -4.689088 -0.735118 0.10 -0.08 0.03
C 1.961896 -3.298782 -0.603017 -0.41 0.58 -0.80
O 1.734730 -2.886751 0.578087 -0.32 0.98 -0.40
O 1.724145 -2.596578 -1.646833 -0.05 0.01 1.83
H 1.855315 -5.364532 -0.150618 0.04 0.04 -0.20
H 3.476303 -4.721882 -0.271686 0.00 -0.08 -0.21
H 2.517289 -4.965539 -1.788797 0.11 -0.13 0.18

# 2
73
Properties=species:S:1:pos:R:3:forces:R:3 method="wB97M-V/def2-TZVPD" total_charge=0 orbital_gap_ev="5.317 / 5.183" de_lowest_ev=0.000 multiplicity=2
Yb 0.535326 -0.891930 0.383793 -2.81 -0.21 -0.84
S -2.677565 -0.843844 0.403682 1.87 0.34 -0.58
C -2.672958 -2.287714 1.365665 0.59 -0.21 0.24
C -3.428049 -2.153948 2.514575 -0.27 -0.89 0.89
C -3.638012 -3.291155 3.307436 0.24 -0.08 -0.16
C -4.562940 -3.308268 4.366255 -1.84 0.16 2.19
N -5.359020 -3.407255 5.211302 1.15 0.29 -1.16
C -3.028104 -4.540757 3.035928 0.19 1.34 -1.02
C -2.216650 -4.656226 1.913124 0.54 0.57 -0.46
C -1.924478 -3.506583 1.103777 -2.92 -0.14 2.22
S -0.870410 -3.567397 -0.168028 2.84 0.72 -1.81
C -3.043977 -5.574611 3.999122 0.25 -2.22 2.41
N -2.920456 -6.363929 4.858005 -0.42 1.60 -2.00
H -3.795106 -1.133904 2.761502 -0.19 -1.21 -0.07
H -1.784736 -5.654066 1.710202 0.03 0.92 -0.05
O 6.606431 -0.002902 0.450972 0.29 -0.85 1.12
C 5.397872 -0.152347 -0.144876 -0.32 1.82 -0.48
C 4.764345 1.073412 -0.539327 -0.19 -0.99 1.37
C 3.404958 1.013190 -0.605360 -0.61 0.07 -0.98
N 2.687954 -0.142794 -0.605675 -0.84 0.46 -0.12
C 3.370085 -1.244108 -0.647991 1.28 -1.17 -0.48
Br 2.486713 -2.903281 -1.042036 -0.30 0.69 0.36
C 4.740026 -1.335079 -0.449075 0.71 -0.44 0.94
H 6.572083 -0.235623 1.424338 -0.13 0.15 -1.69
H 5.230167 2.053580 -0.459902 0.22 -0.45 -0.10
H 2.831702 1.911036 -0.790916 -0.21 0.02 0.33
H 5.207387 -2.323012 -0.355397 -0.10 0.60 0.00
N 2.192235 2.770222 3.624161 -0.31 -0.27 -1.80
C 1.305939 1.548227 3.777303 -0.68 -0.95 -0.71
C 0.640163 1.463714 5.180924 -0.82 0.27 -0.20
P 2.347712 0.099687 3.237914 1.60 0.06 -0.14
O 2.705790 -0.685460 4.629299 -1.08 0.75 -1.14
O 3.630324 0.780364 2.737604 -1.61 -1.19 -0.03
O 1.551026 -0.839856 2.284783 1.24 0.84 1.25
P -0.078498 1.817577 2.494186 -1.15 1.60 0.43
O -1.321341 1.310045 3.354384 -0.06 0.18 0.10
O 0.002304 3.330477 2.384994 -0.09 -1.61 -0.38
O -0.162462 0.953682 1.245919 1.38 0.73 0.06
H 2.538853 3.060243 4.492505 0.45 0.69 1.76
H 1.659018 3.539536 3.116727 -0.17 -0.87 0.55
H 3.032720 2.492959 3.061919 -0.42 -0.32 0.17
H 1.411826 1.496141 5.958355 -0.23 0.15 -0.05
H 0.043115 0.532873 5.322693 0.79 0.52 -0.38
H -0.150774 2.267330 5.281595 1.22 -0.61 0.06
H 3.497800 -1.200152 4.477067 0.44 -0.36 0.11
H -1.827011 0.598177 2.926295 -0.02 0.09 -0.32
C 0.354618 -0.465567 -5.387308 -1.36 -0.30 0.72
As -0.813811 -2.161489 -5.485603 0.91 0.29 1.66
C -2.103824 -1.762903 -4.003869 0.40 -0.16 -0.01
C -2.018791 -1.842206 -6.956826 -0.88 0.85 0.28
H -0.268238 0.446590 -5.385975 0.11 -0.39 -0.02
H 0.937809 -0.464904 -6.308302 0.52 -0.06 0.43
H 0.872280 -0.460423 -4.376791 -0.16 -0.20 -1.66
H -2.955032 -2.453548 -4.082193 0.35 0.01 0.02
H -2.487180 -0.751172 -4.165017 0.12 -0.04 0.27
H -1.633741 -1.868361 -2.995911 -0.46 0.16 -0.84
H -3.017142 -1.518041 -6.559133 0.74 -0.66 -0.50
H -2.029681 -2.765789 -7.535965 -0.39 0.31 -0.12
H -1.653609 -1.000823 -7.533480 0.13 -0.02 -0.44
C -1.454797 3.661323 -4.062538 0.44 -0.37 0.33
As -1.308319 2.769296 -2.268735 2.10 -0.63 -0.24
C -2.909837 2.915373 -1.179951 0.37 -0.89 0.44
C 0.258605 3.657455 -1.533342 -0.32 0.59 0.16
S -0.385219 0.831261 -2.377255 -0.58 0.09 0.08
H -1.858413 2.923353 -4.746315 -0.12 -0.09 -0.10
H -0.454784 3.991390 -4.470203 -0.99 -0.43 0.88
H -2.145894 4.498133 -3.992093 0.06 0.10 0.01
H -3.044400 3.976405 -0.938215 -0.58 -0.30 -0.43
H -2.758401 2.370032 -0.198082 0.08 0.37 -1.29
H -3.663436 2.355456 -1.787424 0.17 0.96 0.74
H 1.069157 3.176316 -2.112683 -0.44 0.58 0.18
H 0.343928 3.310927 -0.489293 -0.06 0.48 -0.30
H 0.196823 4.765643 -1.657223 0.32 -0.84 0.34

# 3
67
Properties=species:S:1:pos:R:3:forces:R:3 method="wB97M-V/def2-TZVPD" total_charge=0 orbital_gap_ev=7.601
C 0.978465 0.984279 0.915395 -0.75 0.25 -0.39
C 0.439159 -0.481687 1.265886 0.78 0.34 0.72
Br 0.396183 -1.486416 -0.491791 -0.29 0.16 1.42
C 1.395714 -1.343998 2.228060 0.10 1.18 0.80
Br 0.258126 -2.824105 3.011417 0.60 0.47 -0.55
C 1.891709 -0.438594 3.449669 2.06 0.94 1.11
C 0.773156 0.129674 4.418841 3.88 2.05 2.07
C 1.206191 1.035814 5.593117 1.16 -2.40 -3.51
C 2.741363 1.324961 5.736905 2.26 0.35 0.30
N 3.406739 2.114805 6.769064 0.24 -2.55 -3.93
S 5.068255 2.084185 6.413652 -2.02 -1.08 -1.18
N 5.261913 1.124732 4.998490 -6.01 0.48 1.94
C 3.873049 0.766351 4.752242 -0.62 -0.71 -0.84
C 3.403568 -0.161895 3.573154 -3.92 0.71 1.61
H 1.219377 1.638897 1.819732 -0.37 -1.22 -0.98
H 1.894587 0.959639 0.231670 -1.31 -0.10 1.00
H 0.124685 1.516523 0.345585 1.56 -0.89 0.82
H -0.608418 -0.456026 1.756446 1.70 -0.10 -1.19
H 2.250690 -1.881286 1.697262 -1.25 1.00 0.71
H -0.325827 -0.128730 4.265241 1.82 0.36 0.27
H 0.416472 1.445834 6.300875 1.47 -0.60 -0.96
H 4.102654 -0.639841 2.809782 -0.98 0.89 1.33
C -0.801351 0.899891 -4.231292 0.10 0.02 0.04
C -0.102863 1.876773 -5.180396 -0.19 0.05 0.13
C 0.706207 2.849330 -4.321078 -0.06 0.25 -0.46
S 1.130925 1.963554 -2.825774 0.11 -0.34 -0.34
O 0.459436 2.595386 -1.711911 0.29 0.07 -0.03
O 2.552610 1.694695 -2.817620 -0.17 0.24 0.42
C 0.261820 0.459277 -3.232113 -0.54 -0.26 -0.07
H -1.224791 0.048697 -4.766714 0.00 0.11 0.11
H -1.616727 1.411346 -3.709395 0.03 -0.10 -0.05
H 0.570483 1.322252 -5.843197 -0.04 0.05 0.03
H -0.818465 2.409463 -5.812462 0.69 -0.19 0.71
H 1.620041 3.167007 -4.824648 -0.02 0.03 0.25
H 0.113967 3.722083 -4.039774 0.09 -0.10 0.11
H -0.156601 0.009961 -2.326320 0.27 0.37 -0.35
H 0.976988 -0.225345 -3.694420 0.03 0.09 0.10
C 1.114514 -4.188212 7.461195 0.12 -0.08 0.10
C -0.080852 -4.333546 8.405035 -0.08 -0.23 -0.04
C -0.326116 -2.967596 9.048636 -0.26 -0.39 0.42
S 0.262550 -1.749657 7.876975 0.01 0.00 -0.31
O 1.396665 -1.066159 8.454869 -0.34 0.13 -0.10
O -0.867639 -1.036384 7.322606 0.30 0.20 0.24
C 0.860362 -2.914951 6.665542 0.19 -0.35 -0.19
H 1.221840 -5.055543 6.806349 0.01 0.10 0.04
H 2.035772 -4.088165 8.044578 -0.05 0.00 -0.09
H -0.963575 -4.634194 7.831048 0.08 0.04 0.04
H 0.093609 -5.100625 9.163105 -0.05 0.09 -0.06
H -1.385806 -2.798881 9.243792 0.16 0.18 -0.01
H 0.244945 -2.851814 9.971561 -0.01 0.12 -0.14
H 1.755971 -2.523679 6.182882 -0.15 0.17 0.02
H 0.069761 -3.063572 5.927427 0.07 0.12 0.08
C -3.611626 0.216878 -9.427201 -0.17 -0.09 0.00
C -4.131460 1.640482 -9.636327 -0.04 0.01 -0.25
C -3.920056 2.403232 -8.327135 -0.47 0.30 -0.24
S -2.515667 1.638828 -7.524495 -0.07 0.02 -0.53
O -2.967649 1.013655 -6.303074 0.22 0.27 -0.10
O -1.393458 2.552973 -7.557467 -0.64 -0.12 -0.42
C -2.256471 0.367448 -8.748626 0.03 -0.38 -0.31
H -3.529530 -0.327407 -10.370232 0.00 0.03 0.11
H -4.297606 -0.335012 -8.776278 0.09 0.01 -0.05
H -3.562816 2.121478 -10.438914 -0.05 -0.05 0.08
H -5.183301 1.647496 -9.930790 0.11 0.03 0.04
H -3.704897 3.457379 -8.505790 0.06 -0.11 0.21
H -4.781705 2.306602 -7.664097 0.18 -0.02 0.05
H -1.912703 -0.548026 -8.267371 0.05 0.17 0.11
H -1.502543 0.729481 -9.451383 -0.02 0.02 0.13

The calculation returns the following molar mass values, one per record and in order: 537.705 1013.445 696.571 g mol⁻¹.
The calculation returns the following DFT total energy values, one per record and in order: -1209.90278 -11646.86100 -8120.90623 Ha.